No. 1
Formula: C23H48O22Zr
Source: OMol25
Level of theory: wB97M-V/def2-TZVPD

Net charge   0
LUMO   0.25 eV
ΔE to the lowest compared entry with this formula, charge and spin   7.03 kcal per mole
Gap between HOMO and LUMO   8.55 eV

Element x y z (Å)
1 H 1.222 0.585 -6.075
2 H -0.356 -4.283 1.609
3 H -0.450 -2.741 0.887
4 C 5.069 1.737 1.482
5 C -0.141 -0.746 -3.361
6 C -0.707 2.448 2.453
7 H 3.372 -5.155 0.321
8 H -2.690 -2.258 -1.879
9 H 1.123 4.895 0.769
10 H -0.881 -1.489 2.945
11 H 1.886 6.259 1.280
12 C -3.119 -3.610 5.927
13 H 2.138 -1.853 2.867
14 H 0.382 4.635 -2.177
15 O 0.247 -0.447 -4.735
16 H -2.433 2.918 -3.991
17 C -2.344 -0.087 0.077
18 H 4.107 -3.753 1.045
19 O -3.034 -2.648 5.166
20 C 2.604 -0.905 2.597
21 O 3.155 -3.379 -0.773
22 H -5.840 -0.794 -6.505
23 C -2.198 3.578 0.915
24 H 1.342 1.929 4.236
25 O 4.543 3.060 1.633
26 H 4.458 0.976 1.967
27 H 0.245 1.701 5.514
28 O 0.315 -0.082 -2.356
29 O 1.476 -3.665 0.679
30 H 2.158 5.545 -0.315
31 C 0.270 -3.441 1.312
32 C -2.330 -2.923 3.979
33 H 5.118 1.396 0.448
34 C -4.069 0.722 -5.092
35 H -1.341 3.766 0.269
36 C 2.121 5.334 0.753
37 C 1.891 -2.912 -0.346
38 H -0.977 -1.439 4.788
39 C 3.916 0.226 -2.296
40 H 4.467 1.058 -2.735
41 O 2.504 2.505 0.640
42 H -1.839 -3.337 -2.774
43 H 0.524 1.502 -4.817
44 C -1.699 -2.354 -2.322
45 H -2.882 0.611 0.719
46 H 0.636 -2.957 2.218
47 Zr 1.069 0.724 -0.162
48 O 1.944 -0.239 1.582
49 H -1.703 1.710 -2.928
50 H -1.471 -4.813 3.643
51 H -2.221 -0.838 3.883
52 H -2.737 0.222 -0.891
53 O -4.228 -0.608 -5.302
54 O -3.936 -3.766 6.811
55 H -3.009 -3.134 3.152
56 H -2.786 -1.076 0.201
57 C -1.524 -4.029 4.398
58 O -4.919 1.639 -5.313
59 H 2.691 -0.302 3.500
60 H -0.725 3.428 -2.736
61 O -1.008 -0.056 0.267
62 H -2.854 4.443 1.009
63 H 3.584 -1.289 2.310
64 O -2.872 0.798 -4.420
65 C 0.271 3.559 -2.311
66 O 0.160 2.103 1.606
67 O 2.891 0.531 -1.354
68 O -1.240 -1.575 -3.467
69 C 3.344 3.344 1.153
70 H -6.245 -0.974 -4.843
71 H -5.473 -2.261 -5.836
72 H -2.712 2.739 0.444
73 H 3.447 -0.340 -3.100
74 C -2.563 1.924 -3.563
75 C -1.482 -1.639 3.843
76 H 0.337 0.402 4.411
77 O -2.270 -4.486 5.500
78 H -3.351 2.011 -2.815
79 C 3.923 -4.243 0.090
80 C 0.367 1.491 4.452
81 C -5.464 -1.205 -5.568
82 O 3.306 4.654 1.200
83 H 5.993 1.609 2.047
84 H -0.953 -2.529 -1.547
85 H 4.858 -4.421 -0.441
86 O 1.377 -1.912 -0.802
87 H 4.545 -0.608 -1.985
88 O -1.748 3.263 2.273
89 O -0.636 2.277 3.760
90 O 0.386 2.609 -1.231
91 C 1.136 0.616 -4.989
92 H 0.958 3.299 -3.117
93 H 2.098 0.585 -4.477
94 H -0.514 -3.767 4.713

No. 2
Formula: C17H24F4KN2O23S4
Source: OMol25
Level of theory: wB97M-V/def2-TZVPD

Net charge   -2
LUMO (alpha / beta)   3.10 / 3.05 eV
Expectation value of S²   0.752
2S+1   2
Gap between HOMO and LUMO (alpha / beta)   2.04 / 6.95 eV

Element x y z (Å)
1 O 4.182 6.165 -0.598
2 O 2.409 -1.119 1.869
3 C -1.669 2.703 2.976
4 O -0.662 3.179 1.973
5 O -0.461 -1.896 0.463
6 C 3.201 -4.986 -2.166
7 C 3.039 -2.438 4.490
8 O 1.397 -2.115 5.958
9 H -4.985 -0.580 0.299
10 H -4.011 0.385 1.423
11 H -0.414 2.363 -6.589
12 S 3.433 3.671 -1.840
13 O 2.846 3.778 -3.201
14 C -4.039 3.806 3.165
15 C -4.693 0.434 0.575
16 O -7.078 2.793 -0.424
17 O 4.862 3.701 -1.761
18 H -4.525 4.737 3.457
19 C 2.288 -2.654 6.628
20 H 1.189 -6.150 -1.846
21 C -2.250 1.161 -6.348
22 F 3.383 -0.107 0.074
23 O 2.221 -2.876 7.842
24 S -0.118 -0.472 0.586
25 O -5.125 1.989 -1.224
26 O -5.825 1.293 0.718
27 K 0.430 2.389 -1.591
28 C -1.191 4.194 1.154
29 O 2.218 -2.151 -0.468
30 H -3.150 1.455 -0.808
31 O 3.769 -7.241 -1.423
32 H -4.512 3.387 2.278
33 H 1.113 -3.021 4.156
34 O -0.577 1.518 -4.728
35 O -2.617 0.592 -5.146
36 C -4.164 1.055 -0.810
37 O 3.590 -9.469 -1.403
38 H -1.987 4.654 3.793
39 F 2.186 5.917 0.818
40 F 3.351 1.986 -1.906
41 H 1.392 -1.311 3.978
42 O -0.779 4.493 0.019
43 O -0.617 0.308 1.689
44 O 1.846 -8.088 -1.091
45 O 1.855 6.290 -1.526
46 H -2.805 2.067 -6.594
47 H -1.364 2.502 4.003
48 H 4.095 -4.494 -1.782
49 C 2.993 -6.145 -1.116
50 H 1.128 -6.396 -0.052
51 C -2.472 4.117 2.978
52 C 1.599 -6.687 -0.991
53 S 2.061 -0.996 0.427
54 C -1.678 0.930 -4.220
55 H 3.669 -1.549 4.516
56 H 3.430 -2.989 3.635
57 N 1.010 0.123 -0.102
58 H -0.116 0.618 -6.540
59 H 3.496 -5.947 -0.170
60 H 3.442 -5.415 -3.139
61 H -4.153 3.231 4.084
62 O -2.289 4.694 1.710
63 C -0.747 1.420 -6.157
64 O 3.212 -3.093 5.794
65 H -4.085 0.145 -1.405
66 C 1.605 -2.166 4.620
67 S 2.836 5.591 -0.634
68 C 3.138 -8.353 -1.276
69 H -2.167 0.372 -7.096
70 F -1.271 0.117 -0.473
71 H -2.343 1.889 2.710
72 C -6.047 2.105 -0.323
73 H 2.433 -4.215 -2.223
74 N 2.456 3.889 -0.657
75 O -1.814 0.914 -3.011

No. 3
Formula: C24H16CoN6S2
Source: OMol25
Level of theory: wB97M-V/def2-TZVPD

Net charge   +1
LUMO (alpha / beta)   -4.93 / -5.25 eV
Gap between HOMO and LUMO (alpha / beta)   5.34 / 5.00 eV

Element x y z (Å)
1 C -5.930 -2.023 -0.119
2 N 7.306 -1.195 -0.031
3 C -4.363 0.272 0.005
4 C 4.608 -0.500 -0.005
5 C -6.532 -0.767 -0.067
6 C 1.157 0.438 -1.142
7 C 6.820 -0.356 0.878
8 H -7.610 -0.683 -0.076
9 C -1.488 1.306 -4.212
10 Co -1.322 0.967 0.052
11 N 0.528 0.542 0.029
12 H -2.866 1.656 -2.560
13 H 6.878 -2.378 -1.654
14 H -2.260 1.040 5.087
15 H 1.602 0.392 -3.917
16 C 0.256 0.743 -2.277
17 S -2.011 -1.111 -0.027
18 C -3.769 -0.978 -0.044
19 H 1.558 0.011 3.953
20 H -4.069 -3.098 -0.149
21 S -3.365 1.723 0.065
22 N -1.015 0.908 1.996
23 C 5.486 0.017 0.940
24 H 5.154 0.721 1.692
25 H 2.997 -0.191 2.153
26 C 0.235 0.521 2.337
27 H -2.199 1.535 -4.995
28 N -0.319 0.511 4.643
29 C 0.603 0.679 -3.613
30 C -1.901 1.090 2.965
31 H -2.895 1.396 2.667
32 C 5.110 -1.373 -0.963
33 H 7.531 0.040 1.593
34 H 3.018 0.030 -2.133
35 N -0.997 1.098 -1.916
36 C -1.869 1.377 -2.873
37 C 0.563 0.327 3.665
38 C -4.553 -2.129 -0.110
39 C 3.176 -0.133 0.008
40 N -0.266 0.961 -4.581
41 C -1.537 0.891 4.295
42 C 2.489 -0.005 1.217
43 H -6.540 -2.915 -0.165
44 C -5.755 0.374 -0.006
45 C 6.460 -1.691 -0.928
46 H -6.213 1.354 0.032
47 C 2.494 0.096 -1.190
48 C 1.151 0.336 1.189
49 H 4.465 -1.826 -1.706

Energy for every record listed, in sequence, given in a.u.: -2607.38911, -5094.27959, -3431.68831.